The following is a quantum chemistry calculation of a structure of composition C4H5N3 at a distorted geometry, from OMol25.

Its total charge is 0. The calculation puts the strongest force on any atom at 8.4 eV Å⁻¹. The spin multiplicity is 1. The relative energy (zero: lowest compared OMol25 entry of this formula, charge and spin) is 352.4 kJ/mol. The calculation puts the HOMO energy at -8.2 eV.

Each line ends with the Löwdin charge.
Positions of all 12 atoms, in Å:
1 N 2.258 -0.217 -0.162  0.1577
2 C 0.998 -0.369 -0.254  -0.3055
3 N 0.214 -1.256 0.201  0.0604
4 C -1.081 -1.031 0.313  -0.1694
5 C -1.676 0.218 0.171  -0.1056
6 C -0.928 1.337 -0.057  -0.3061
7 N 0.137 1.218 -0.692  0.1286
8 H 2.949 0.285 -0.680  0.1152
9 H 2.703 -0.966 0.352  0.1216
10 H -1.699 -1.904 0.512  0.1023
11 H -2.756 0.314 0.175  0.0940
12 H -1.118 2.388 0.112  0.1068